Below is a molecular structure, C40H39Cl2FeN9O3P in a non-equilibrium geometry, with properties calculated with ωB97M-V/def2-TZVPD.

The energy above the lowest of the compared OMol25 structures with the same formula, charge and spin comes out at 0.326 eV. The charge is 0. Its LUMO energy (spin up / spin down) is 0.004 / -0.489 eV. The value obtained for the frontier orbital gap (spin up / spin down) is 0.26133 / 0.27639 Ha. As for the spin multiplicity: 6. Its expectation value of S² is 8.803. The calculation puts the maximum force at 0.02909 Eh/bohr.

```
95
Properties=species:S:1:pos:R:3:forces:R:3
Fe 0.47481 -0.47672 -0.16499 -0.219 -0.759 0.778
C -3.12415 -5.11897 0.17382 -0.170 -0.005 0.029
N -1.87798 -4.38379 0.12588 0.063 0.098 0.022
C -0.62550 -4.89341 0.31843 0.157 0.071 -0.061
C 0.24076 -3.84746 0.15721 0.050 -0.172 0.133
N -0.45512 -2.71675 -0.12974 0.246 0.272 0.175
C -1.72306 -3.05377 -0.13279 -0.299 -0.158 -0.063
P -3.11659 -1.96268 -0.50078 0.389 0.249 -0.193
C -2.33656 -1.09834 -1.91931 -0.019 -0.023 -0.080
N -1.10838 -0.59887 -1.98590 -0.027 0.076 0.056
C -0.99884 -0.02060 -3.21676 -0.138 -0.033 -0.130
C -2.17117 -0.16525 -3.90320 0.103 0.045 -0.054
N -3.01571 -0.85074 -3.07501 0.237 -0.041 0.224
C -4.36810 -1.27300 -3.37822 -0.173 -0.080 -0.011
C -2.80713 -0.62157 0.68112 -0.288 -0.084 0.001
N -1.67331 0.02481 0.81616 0.522 -0.068 -0.083
C -1.90219 1.04199 1.68811 -0.125 0.063 0.140
C -3.21422 1.02027 2.07299 0.181 0.102 0.138
N -3.78334 -0.04580 1.43761 0.125 -0.010 -0.074
C -5.16396 -0.46703 1.55082 -0.125 -0.092 -0.064
H -2.91182 -6.16888 0.35676 0.045 0.019 -0.002
H -3.66148 -5.02701 -0.76978 0.023 -0.034 0.007
H -3.76218 -4.74628 0.97497 0.024 -0.031 0.012
H -0.44855 -5.93157 0.53791 -0.068 -0.012 0.027
H 1.31219 -3.83643 0.24549 -0.002 -0.038 0.022
H -0.08287 0.45563 -3.52317 -0.133 -0.012 -0.086
H -2.46317 0.15504 -4.88789 -0.032 -0.032 -0.009
H -4.61017 -0.98713 -4.39836 0.039 0.029 0.008
H -5.08286 -0.80902 -2.69918 0.020 0.032 -0.037
H -4.45741 -2.35456 -3.28606 0.004 0.018 -0.034
H -1.11632 1.71558 1.98385 -0.013 0.001 0.059
H -3.77171 1.65949 2.73435 -0.023 -0.020 0.083
H -5.64479 0.11382 2.33351 0.023 -0.003 0.000
H -5.21752 -1.52325 1.81027 -0.010 0.027 0.035
H -5.69864 -0.31148 0.61326 -0.001 0.028 0.029
Cl 3.98837 1.52482 -8.26745 0.014 -0.013 -0.108
C 3.36729 1.33684 -6.66448 -0.062 0.021 0.236
C 2.74238 2.41508 -6.03961 0.014 0.037 -0.142
C 2.26002 2.27375 -4.76217 0.010 -0.196 0.230
C 2.40456 1.05329 -4.04119 0.227 0.130 -0.542
C 1.92857 0.94209 -2.74161 0.289 0.059 0.187
C 3.05393 -0.01839 -4.71460 -0.097 0.065 0.259
C 3.51678 0.12054 -6.00046 0.041 0.006 -0.176
H 2.64790 3.35759 -6.56177 -0.002 -0.017 -0.036
H 1.77875 3.10710 -4.26397 -0.006 0.032 -0.045
H 1.44907 1.79048 -2.28230 0.019 0.038 0.034
H 2.06305 0.04571 -2.14550 0.068 0.103 -0.162
H 3.20086 -0.94884 -4.17990 -0.025 -0.034 -0.027
H 4.00164 -0.70304 -6.50680 0.038 0.002 0.024
N 2.17165 2.31539 0.68886 -0.121 0.023 -0.262
C 1.06990 2.88418 0.13555 0.023 -0.045 -0.080
C 0.93672 4.28333 0.03686 -0.062 0.101 0.003
C -0.17668 4.80841 -0.57300 0.069 -0.124 0.066
C -1.15555 3.94662 -1.06927 -0.053 -0.010 -0.029
C -0.94658 2.59226 -0.93391 -0.096 0.070 -0.097
N 0.13551 2.05783 -0.36450 0.414 -0.369 0.252
H 2.80204 2.90371 1.20214 0.019 -0.012 0.032
H 2.07533 1.35565 1.00310 0.051 0.039 0.301
H 1.70611 4.92462 0.44634 0.021 -0.010 -0.006
H -0.29673 5.88037 -0.66140 0.022 0.014 0.022
H -2.05220 4.32382 -1.53874 -0.007 -0.033 -0.027
H -1.67511 1.88093 -1.30595 0.002 -0.007 0.029
N 6.86766 -4.64200 -1.00252 -0.032 0.047 -0.009
C 5.93202 -3.98331 -0.87936 0.305 -0.242 0.012
C 4.76084 -3.18209 -0.72271 -0.301 0.224 0.014
C 3.76569 -3.21010 -1.70150 -0.010 -0.006 -0.032
C 2.62723 -2.43685 -1.53759 0.220 0.040 0.010
C 2.44015 -1.60345 -0.42716 -1.177 0.909 -0.166
C 3.45973 -1.59047 0.52715 0.050 -0.036 0.020
C 4.60188 -2.36740 0.39893 0.051 -0.058 -0.078
H 3.89781 -3.83036 -2.58029 0.002 -0.043 0.030
H 1.86061 -2.48833 -2.30766 -0.012 -0.016 -0.016
H 3.36307 -0.95951 1.40436 -0.021 -0.016 0.000
H 5.37884 -2.34642 1.15339 0.001 -0.004 0.001
C 1.21651 3.51892 4.52201 -0.043 -0.087 -0.007
C 0.02374 2.70167 4.92650 0.088 -0.028 -0.103
C -1.17779 3.28997 5.28031 -0.017 -0.046 0.042
C -2.27123 2.50399 5.61828 0.057 -0.068 -0.094
Cl -3.78760 3.26066 6.01846 -0.080 0.066 0.046
C -2.18121 1.12813 5.59826 -0.114 0.071 -0.053
C -0.98814 0.52622 5.22866 0.079 -0.193 -0.061
C 0.11855 1.30043 4.90674 -0.315 0.189 0.168
O 1.33163 0.79672 4.60110 0.254 0.055 -0.022
C 1.40363 -0.57269 4.23639 0.007 -0.116 -0.337
C 0.77565 -0.83587 2.84271 0.052 -0.127 0.279
O 0.04938 -1.81650 2.68820 0.128 0.151 0.133
O 1.13153 0.01671 1.96212 -0.396 -0.055 -0.689
H 1.02475 4.58329 4.64694 0.008 0.005 0.028
H 1.45580 3.32322 3.47401 0.042 0.000 -0.002
H 2.09106 3.23130 5.10551 0.035 0.072 -0.003
H -1.26233 4.36878 5.29689 -0.024 0.012 -0.015
H -3.04071 0.52307 5.85314 -0.006 0.002 -0.003
H -0.93860 -0.55252 5.17405 -0.021 0.034 0.004
H 0.96899 -1.22184 4.99803 -0.007 0.021 -0.062
H 2.47031 -0.78375 4.16101 -0.004 -0.048 0.028
```
Forces are in eV/Å.